(1)
# C2H6N4S

The molecule C2H6N4S at a distorted geometry (wB97M-V/def2-TZVPD, the OMol25 dataset).

Geometry (Å):
1 C 0.530 -0.027 0.103
2 C 0.591 -1.434 0.847
3 N -0.999 0.645 -1.589
4 N 0.043 -0.139 -1.272
5 N -0.493 0.860 0.674
6 N -1.372 1.199 -0.500
7 S -2.546 2.312 -0.415
8 H 1.532 0.266 0.221
9 H 0.614 -2.187 0.116
10 H -0.216 -1.516 1.562
11 H 1.599 -1.414 1.407
12 H 0.715 -0.349 -1.935
13 H 0.003 1.784 0.781

## Properties
Structure (SMILES)   C[C@H]1NN=[N+]([S-])N1
DFT total energy   -696.8782 Ha
Orbital gap (alpha / beta)   7.82 / 7.82 eV
Charge   0
ΔE to the lowest compared entry with this formula, charge and spin   388.1 kJ/mol
LUMO level (alpha / beta)   0.14 / 0.14 eV
Max |F|   3.4 eV/A

(2)
# C2H6N4S

A structure of composition C2H6N4S at a distorted geometry (wB97M-V/def2-TZVPD, the OMol25 dataset).

Geometry (Å):
1 C -1.129 0.273 -0.047
2 C 1.916 0.371 -0.027
3 H -2.069 -0.545 1.413
4 H -3.243 0.508 0.253
5 H -1.437 2.177 0.189
6 H 0.609 0.531 -1.735
7 H 2.415 1.326 -0.510
8 H 1.741 -0.844 1.215
9 N -2.291 -0.150 0.501
10 N -0.810 1.499 -0.279
11 N 1.057 -0.196 -1.021
12 N 2.120 0.223 1.183
13 S -0.204 -1.040 -0.192

## Properties
DFT total energy   -696.9022 Ha
Orbital gap   9.89 eV
Charge   0
ΔE to the lowest compared entry with this formula, charge and spin   325.1 kJ/mol
LUMO level   0.50 eV
Max |F|   7.3 eV/A

(3)
# C2H6N4S

The molecule C2H6N4S at a distorted geometry (wB97M-V/def2-TZVPD, the OMol25 dataset).

Geometry (Å):
1 C 1.195 1.143 -0.246
2 C -0.860 -0.886 0.301
3 H 0.451 2.567 -1.468
4 H 1.904 2.735 -0.639
5 H 1.720 -0.109 1.191
6 H -2.112 -2.700 0.097
7 H -2.356 -1.658 -1.168
8 H -0.798 -1.608 2.087
9 N 1.393 2.133 -1.152
10 N 1.804 0.963 0.828
11 N -2.097 -1.517 -0.161
12 N -0.235 -1.080 1.369
13 S -0.009 0.018 -1.040

## Properties
Structure (SMILES)   [H]/N=C(/N)S/C(N)=N/[H]
DFT total energy   -696.9565 Ha
Orbital gap   9.73 eV
Charge   0
ΔE to the lowest compared entry with this formula, charge and spin   182.8 kJ/mol
LUMO level   0.38 eV
Max |F|   4.7 eV/A

(4)
# C2H6N4S

The molecule C2H6N4S at a distorted geometry (wB97M-V/def2-TZVPD, the OMol25 dataset).

Geometry (Å):
1 C -1.148 -0.029 -0.210
2 C 1.457 0.047 -0.175
3 H -2.895 0.316 0.600
4 H -2.430 -1.800 -0.089
5 H -1.754 1.781 0.031
6 H 3.370 -0.238 0.541
7 H 2.179 -1.616 0.679
8 H 0.402 1.531 -0.508
9 N -2.255 -0.719 0.331
10 N -0.975 1.197 -0.404
11 N 2.507 -0.656 0.220
12 N 1.400 1.257 -0.296
13 S 0.141 -1.071 -0.721

## Properties
Structure (SMILES)   [H]/N=C(/N)S/C(N)=N/[H]
DFT total energy   -696.9118 Ha
Orbital gap   8.72 eV
Charge   0
ΔE to the lowest compared entry with this formula, charge and spin   299.9 kJ/mol
LUMO level   0.18 eV
Max |F|   5.8 eV/A

(5)
# C2H6N4S

A structure of composition C2H6N4S at a distorted geometry (wB97M-V/def2-TZVPD, the OMol25 dataset).

Geometry (Å):
1 C 0.728 1.188 0.134
2 C -0.441 -1.221 -0.369
3 H 1.909 1.447 1.981
4 H 1.722 2.778 0.556
5 H 0.523 0.560 -1.648
6 H -1.340 -2.940 -0.221
7 H -1.966 -1.865 1.104
8 H 0.027 -2.143 -2.049
9 N 1.026 2.173 1.114
10 N 1.192 1.170 -1.133
11 N -0.980 -2.290 0.404
12 N -0.001 -1.210 -1.546
13 S -0.703 0.216 0.613

## Properties
DFT total energy   -696.8889 Ha
Orbital gap   9.49 eV
Charge   0
ΔE to the lowest compared entry with this formula, charge and spin   360.0 kJ/mol
LUMO level   0.22 eV
Max |F|   5.7 eV/A

(6)
# C2H6N4S

A cluster of 2 separate species, C2H6N4S in total at a distorted geometry (wB97M-V/def2-TZVPD, the OMol25 dataset).

Geometry (Å):
1 C -1.160 -1.179 0.232
2 C 1.574 1.096 0.031
3 N 1.493 1.514 1.118
4 N -2.338 -0.973 -0.461
5 N -0.566 -0.271 0.799
6 N 2.072 0.653 -1.047
7 S -3.450 0.237 -0.240
8 H -0.913 -2.269 0.367
9 H 1.203 1.901 1.969
10 H -2.694 -1.838 -0.945
11 H 0.238 -0.443 1.337
12 H 3.002 0.891 -1.276
13 H 1.541 0.682 -1.882

## Properties
DFT total energy   -696.2144 Ha
Orbital gap (alpha / beta)   7.43 / 7.49 eV
Charge   +2
ΔE to the lowest compared entry with this formula, charge and spin   242.7 kJ/mol
LUMO level (alpha / beta)   -11.96 / -11.99 eV
Max |F|   4.7 eV/A

(7)
# C2H6N4S2

The molecule C2H6N4S2 at a distorted geometry (wB97M-V/def2-TZVPD, the OMol25 dataset).

Geometry (Å):
1 C 0.375 -1.363 -0.243
2 C 0.565 -0.446 1.057
3 N -0.599 0.402 1.274
4 N -0.656 -0.989 -0.907
5 N -1.309 0.753 0.130
6 N -0.635 1.667 -0.608
7 S 1.427 -2.570 -0.365
8 S -1.393 -1.583 -2.274
9 H 0.757 -0.880 2.013
10 H 1.471 0.184 0.974
11 H -1.266 -0.013 1.955
12 H 0.323 1.953 -0.423
13 H -1.120 1.648 -1.465
14 H -0.691 -2.666 -2.496

## Properties
DFT total energy   -1095.0433 Ha
Orbital gap   6.64 eV
Charge   0
ΔE to the lowest compared entry with this formula, charge and spin   474.5 kJ/mol
LUMO level   -0.89 eV
Max |F|   3.0 eV/A

(8)
# C2H6N5

A cluster of 2 separate species, C2H6N5 in total at a distorted geometry (wB97M-V/def2-TZVPD, the OMol25 dataset).

Geometry (Å):
1 C -1.601 0.628 -1.125
2 C 0.909 0.818 1.639
3 N -2.279 1.525 -0.788
4 N 0.551 -0.304 1.284
5 N 1.254 1.944 1.666
6 N 0.007 -1.200 -0.995
7 N -1.231 -0.539 -1.099
8 H -0.342 -0.533 1.765
9 H 0.590 -0.837 -0.066
10 H 1.823 2.683 2.034
11 H -3.013 2.014 -1.308
12 H -0.175 -2.183 -0.988
13 H 0.672 -0.873 -1.836

## Properties
DFT total energy   -353.2208 Ha
Orbital gap   10.72 eV
Charge   +1
ΔE to the lowest compared entry with this formula, charge and spin   327.0 kJ/mol
LUMO level   -3.68 eV
Max |F|   5.3 eV/A

(9)
# C2H6N5

The ion C2H6N5 with charge +1 at a distorted geometry (wB97M-V/def2-TZVPD, the OMol25 dataset).

Geometry (Å):
1 C 0.176 -0.095 -0.165
2 C -0.799 -0.989 0.525
3 N -2.138 -0.921 -0.096
4 N -2.942 -0.208 -0.492
5 N -1.427 1.500 0.308
6 N -0.290 1.161 -0.346
7 N 1.315 -0.730 -0.512
8 H -0.657 -2.085 0.621
9 H -0.929 -0.473 1.546
10 H -1.730 2.419 0.110
11 H 0.252 1.857 -0.826
12 H 1.777 -1.150 0.315
13 H 2.019 -0.253 -0.969

## Properties
DFT total energy   -353.1903 Ha
Orbital gap (alpha / beta)   7.62 / 7.19 eV
Charge   +1
ΔE to the lowest compared entry with this formula, charge and spin   407.1 kJ/mol
LUMO level (alpha / beta)   -5.21 / -5.38 eV
Max |F|   4.6 eV/A

(10)
# C2H6NO

A cluster of 2 separate species, C2H6NO in total at a distorted geometry (wB97M-V/def2-TZVPD, the OMol25 dataset).

Geometry (Å):
1 O -0.401 -1.822 1.281
2 H -0.181 -1.676 2.208
3 C 0.623 1.250 0.253
4 C -0.501 0.132 -1.465
5 N -0.053 1.220 -0.895
6 H 0.809 2.214 0.705
7 H 1.133 0.381 0.691
8 H -0.103 -1.005 0.846
9 H -0.876 0.211 -2.490
10 H -0.449 -0.905 -1.136

## Properties
DFT total energy   -209.7340 Ha
Orbital gap   5.27 eV
Charge   -1
ΔE to the lowest compared entry with this formula, charge and spin   114.4 kJ/mol
LUMO level   4.31 eV
Max |F|   1.4 eV/A